# 1
{"formula": "C44H50N3ORuSSi", "method": "ωB97M-V/def2-TZVPD", "e_homo_ev": [-10.55, -10.55], "homo_lumo_gap_ev": [5.80, 5.81], "total_charge": 1, "symbols": ["Ru", "S", "Si", "O", "N", "N", "N", "C", "C", "C", "C", "C", "C", "C", "C", "C", "C", "C", "C", "C", "C", "C", "C", "C", "C", "C", "C", "C", "C", "C", "C", "C", "C", "C", "C", "C", "C", "C", "C", "C", "C", "C", "C", "C", "C", "C", "C", "C", "C", "C", "C", "H", "H", "H", "H", "H", "H", "H", "H", "H", "H", "H", "H", "H", "H", "H", "H", "H", "H", "H", "H", "H", "H", "H", "H", "H", "H", "H", "H", "H", "H", "H", "H", "H", "H", "H", "H", "H", "H", "H", "H", "H", "H", "H", "H", "H", "H", "H", "H", "H", "H"], "xyz": [[0.415455, 0.165975, -1.466415], [-1.078324, 1.382025, 2.364029], [1.343850, -2.600669, -3.294365], [1.236404, -1.352739, -2.224591], [-2.649325, 3.528021, 2.676604], [0.767114, -0.416157, 0.283660], [-0.407930, 3.829306, 3.055847], [-2.742920, -3.507194, -3.402384], [2.553858, -3.806906, -2.554116], [0.131719, -1.406080, 1.032623], [3.113356, -1.140974, -4.954067], [2.842762, -0.753453, -7.309209], [-1.139378, -3.403143, 2.472106], [4.641221, 0.766429, 1.365979], [2.069479, -0.011552, 0.717639], [3.066639, -0.976419, 0.837945], [-3.973948, 0.453170, 4.651161], [4.354348, -0.575091, 1.154047], [-1.417090, 2.998021, 2.712940], [-1.450957, -3.217597, 1.131121], [-2.740546, -4.797725, -3.911650], [3.636404, 1.718753, 1.257697], [4.318091, -5.643005, -1.391265], [0.608213, 1.627853, -3.047548], [-1.535773, -5.412360, -4.223556], [2.347087, 1.335652, 0.926158], [-0.825298, -2.218098, 0.411480], [-4.718102, 2.715780, 3.754026], [-1.541184, -2.838850, -3.211635], [-0.922588, 5.372041, 4.943503], [-4.044802, 1.956265, 4.894430], [-2.294789, 7.500210, 4.633969], [3.615427, -4.338480, -3.283750], [-0.534529, 5.215166, 3.474795], [-3.893648, 2.796913, 2.472148], [-0.960797, 1.834620, -1.353675], [-0.205503, -2.583205, 3.098470], [3.565036, -0.574153, -6.135383], [0.324181, 2.268055, -1.781614], [2.390350, -4.220055, -1.228288], [3.262160, -5.126754, -0.648406], [-0.340794, -4.737707, -4.023302], [-0.477855, 0.798560, -3.366195], [-1.436204, 0.886371, -2.299914], [1.936211, -1.896726, -4.919591], [-0.318842, -3.435414, -3.515944], [4.491518, -5.251660, -2.709531], [1.673834, -1.498808, -7.295909], [-1.133173, 6.825848, 5.356609], [0.431700, -1.585624, 2.388190], [1.226422, -2.064924, -6.108548], [-3.673957, -5.323501, -4.063930], [-1.461515, 2.123280, -0.441493], [-2.757034, 4.476305, 3.000707], [-2.370796, 0.352706, -2.235975], [-4.603230, 2.149569, 5.813044], [1.130925, -0.923363, 2.880261], [1.112465, -1.642913, -8.209893], [5.648209, 1.069312, 1.619194], [-3.638877, 1.813399, 2.085237], [-5.668482, 2.232160, 3.509999], [-1.042009, -2.079902, -0.639424], [3.688200, -0.997718, -4.044372], [-1.559559, -1.830946, -2.810984], [-0.211127, 7.390283, 5.189412], [5.308935, -5.655227, -3.292695], [-4.972561, 0.045274, 4.479947], [-0.548204, 0.152754, -4.227642], [-4.466579, 3.323230, 1.704713], [0.466527, 3.353784, 3.203279], [2.846174, -2.017677, 0.639619], [-3.550343, -0.063911, 5.512376], [3.118089, -5.439944, 0.378126], [-3.680100, -3.023588, -3.156109], [0.013511, -2.717667, 4.148699], [-2.172357, -3.858815, 0.642975], [-3.039014, 2.354150, 5.063162], [0.422392, 5.704554, 3.284332], [-2.532128, 8.464057, 5.082289], [-1.247676, 5.718745, 2.818547], [-1.312292, 6.856111, 6.432710], [-0.139996, 4.914857, 5.553790], [5.000510, -6.353362, -0.943021], [4.481627, 0.001626, -6.146859], [3.769545, -4.034518, -4.313389], [-3.198103, 6.886236, 4.690268], [0.953997, 2.984403, -1.281044], [3.196013, -0.315816, -8.233854], [-3.351973, 0.218115, 3.786981], [-1.528074, -6.420587, -4.616595], [5.136889, -1.318102, 1.228678], [3.858184, 2.762353, 1.437672], [-4.972507, 3.733341, 4.068987], [0.311381, -2.647200, -6.111470], [1.532949, 2.046440, 0.872279], [0.591767, -5.241965, -4.255570], [-2.078845, 7.684105, 3.580281], [-1.835448, 4.798892, 5.139826], [-1.627427, -4.188088, 3.034125], [1.514869, 1.739198, -3.620615], [1.558521, -3.837913, -0.642881]], "atomic_forces_ev_per_a": [[0.84, -0.86, -0.05], [0.03, -0.02, -0.12], [-0.06, 0.17, -0.02], [-0.13, -0.11, -0.05], [0.05, 0.03, -0.03], [-0.05, -0.06, 0.29], [0.00, -0.06, -0.12], [-0.01, 0.00, -0.01], [0.01, 0.01, -0.05], [-0.18, 0.14, -0.02], [0.02, 0.03, 0.02], [0.00, 0.00, -0.01], [0.00, 0.00, 0.00], [0.01, 0.02, 0.01], [0.04, 0.11, -0.02], [0.07, 0.02, -0.04], [-0.02, -0.01, 0.00], [-0.01, -0.04, 0.00], [-0.10, 0.11, 0.23], [0.00, 0.00, -0.01], [0.00, 0.01, 0.00], [0.00, -0.02, 0.01], [0.00, 0.01, -0.01], [-0.30, 0.17, -0.07], [-0.03, -0.01, -0.01], [-0.03, -0.02, 0.03], [0.03, -0.02, -0.02], [-0.01, -0.03, -0.02], [0.00, 0.06, -0.01], [0.00, -0.02, -0.01], [-0.03, 0.01, 0.02], [-0.04, 0.01, -0.02], [0.06, 0.02, -0.04], [-0.02, 0.05, 0.03], [-0.07, 0.07, -0.06], [-0.08, 0.33, -0.24], [-0.01, 0.02, -0.02], [0.00, 0.01, -0.01], [-0.12, 0.09, 0.00], [-0.05, -0.02, 0.02], [0.02, -0.02, 0.00], [0.02, -0.04, 0.02], [-0.15, 0.41, -0.11], [-0.11, 0.00, 0.03], [-0.02, -0.06, 0.06], [0.10, -0.06, 0.03], [0.01, -0.01, 0.02], [0.01, 0.01, -0.01], [0.02, 0.00, 0.03], [-0.01, -0.04, 0.13], [-0.05, -0.01, -0.02], [0.00, 0.00, 0.00], [0.09, -0.17, 0.11], [0.00, 0.01, 0.00], [0.00, 0.00, -0.01], [0.00, 0.00, 0.00], [-0.01, -0.01, -0.03], [0.00, 0.00, 0.00], [0.00, 0.00, 0.00], [0.03, -0.02, 0.05], [-0.01, 0.02, -0.01], [0.03, -0.02, -0.01], [0.00, -0.01, 0.01], [0.01, 0.03, 0.00], [0.00, 0.01, -0.01], [0.01, 0.00, 0.00], [-0.01, -0.01, 0.00], [0.05, -0.11, 0.07], [0.00, -0.05, -0.01], [0.03, 0.03, -0.03], [-0.03, 0.02, 0.01], [0.02, 0.01, 0.00], [0.00, 0.00, 0.00], [0.00, 0.00, 0.00], [0.01, 0.00, 0.00], [0.00, 0.00, 0.00], [0.01, -0.01, -0.01], [0.01, -0.02, 0.04], [0.02, 0.01, 0.00], [0.00, 0.00, -0.01], [0.00, -0.02, 0.00], [0.00, 0.01, 0.01], [0.00, 0.00, 0.01], [0.01, 0.00, 0.00], [-0.01, 0.00, 0.00], [-0.01, 0.00, 0.02], [0.04, -0.03, -0.02], [0.00, 0.00, 0.00], [0.00, 0.00, 0.00], [0.00, 0.00, 0.00], [0.01, 0.00, 0.00], [0.00, 0.01, 0.00], [0.04, 0.00, 0.03], [0.00, -0.01, 0.00], [0.02, 0.00, 0.01], [0.00, 0.01, 0.00], [0.00, -0.01, 0.00], [-0.01, 0.01, 0.00], [-0.01, 0.00, 0.01], [0.03, -0.06, 0.04], [-0.01, 0.02, 0.00]]}

# 2
{"formula": "C12H30AgAsF6N6O6", "method": "ωB97M-V/def2-TZVPD", "multiplicity": 2, "e_homo_ev": [-12.52, -12.51], "homo_lumo_gap_ev": [10.52, 6.42], "total_charge": 1, "symbols": ["Ag", "As", "F", "F", "F", "F", "F", "F", "O", "O", "O", "O", "O", "O", "N", "N", "N", "N", "N", "N", "C", "C", "C", "C", "C", "C", "C", "C", "C", "C", "C", "C", "H", "H", "H", "H", "H", "H", "H", "H", "H", "H", "H", "H", "H", "H", "H", "H", "H", "H", "H", "H", "H", "H", "H", "H", "H", "H", "H", "H", "H", "H"], "xyz": [[-0.096822, -0.108106, -0.133031], [3.494438, 0.876818, 1.590020], [3.401261, -0.659982, 2.380465], [4.992674, 1.148949, 2.333812], [3.543721, 2.375835, 0.763961], [4.223143, 0.070702, 0.235188], [1.941639, 0.534357, 0.836601], [2.659204, 1.622766, 2.894792], [0.161199, 2.443698, -0.196811], [1.032342, -2.076821, -0.026298], [1.044496, -0.017088, -2.142976], [-0.413636, -0.374206, 2.089676], [-1.692777, 0.650277, -1.455199], [-1.904028, -1.628776, 0.214344], [0.298446, 0.131825, 4.154114], [-3.903973, 1.128289, -1.381541], [3.104085, 0.847101, -2.279418], [2.947636, -2.783574, 0.925826], [-2.326858, -3.836629, 0.306465], [-1.110286, 4.264179, -0.605099], [-1.156483, -1.790704, 3.844235], [-2.711446, -2.537443, 0.217566], [1.988802, -4.073094, -0.903936], [1.826624, 0.833457, -2.583306], [1.342096, 1.825007, -3.617644], [1.983735, -2.854664, -0.006231], [-2.766760, 1.063198, -3.544019], [-2.738245, 0.932230, -2.046894], [-4.172570, -2.281853, -0.007204], [-0.388893, -0.626277, 3.286869], [0.602267, 4.372231, 1.132521], [-0.110951, 3.602494, 0.047569], [1.133529, -4.022537, -1.566742], [2.980553, -4.249904, -1.308115], [1.518743, 3.839523, 1.365491], [-3.761858, 0.921899, -3.962759], [-1.270313, -2.547315, 3.069856], [-2.974857, -4.556280, 0.573454], [-4.251737, -1.545252, -0.803109], [-1.622889, 5.034680, -0.219741], [-1.478823, 3.859315, -1.448529], [0.525401, -0.195351, 5.073352], [1.774492, -4.925492, -0.244909], [0.509518, 1.350128, -4.129974], [-0.601213, -2.253552, 4.663902], [0.800495, 0.911528, 3.745484], [-3.859125, 1.149825, -0.375081], [3.736110, 1.523512, -2.666858], [-4.764683, 1.349724, -1.844820], [0.946889, 2.694805, -3.084218], [2.100300, 2.171612, -4.313903], [3.411703, 0.364748, -1.439189], [0.761278, 5.397556, 0.805066], [-2.144624, -1.522887, 4.211794], [2.963064, -2.035929, 1.610712], [3.728010, -3.414799, 0.934295], [-0.013121, 4.415801, 2.034420], [-4.641919, -1.842515, 0.876716], [-1.366037, -4.119058, 0.219822], [-2.355759, 2.027905, -3.842877], [-2.122886, 0.308247, -3.993775], [-4.754321, -3.164130, -0.264188]], "atomic_forces_ev_per_a": [[0.97, -0.43, -0.46], [-0.02, 0.39, -0.16], [-0.17, -0.15, 0.77], [0.46, 0.10, 0.06], [0.04, 0.28, -0.33], [0.30, -0.11, -0.30], [0.25, 0.02, 0.07], [-0.40, 0.10, 0.43], [0.25, -0.32, -0.61], [-0.68, 0.42, -0.40], [-1.02, -0.46, 1.21], [-0.23, 0.58, -0.48], [-0.77, 0.52, -0.59], [-0.22, 0.06, -0.13], [-0.13, 0.17, -0.61], [0.73, -0.02, -0.02], [0.54, -0.03, 0.74], [-0.32, -0.22, -0.52], [-0.24, -0.26, 0.15], [0.03, -0.21, -0.45], [0.39, -0.69, 0.14], [0.24, -0.54, -0.39], [-0.25, -0.10, 1.12], [0.05, 0.61, -1.21], [-0.34, -0.07, 0.37], [0.56, -0.66, 1.01], [0.07, -0.34, -0.24], [0.08, -0.30, 0.50], [-0.56, 0.09, 0.40], [-0.12, -0.14, 0.39], [-0.34, -0.04, -0.15], [-0.49, 0.38, 0.91], [0.43, 0.17, -0.61], [-0.18, 0.03, -0.57], [0.14, 0.17, 0.00], [-0.05, 0.24, 0.06], [-0.04, 0.12, -0.09], [-0.17, 0.03, -0.28], [0.00, -0.04, -0.06], [0.37, 0.29, 0.10], [-0.15, -0.24, 0.17], [-0.05, 0.09, 0.14], [0.16, 0.07, -0.02], [0.06, 0.09, -0.20], [-0.13, 0.08, 0.07], [0.30, -0.15, 0.26], [-0.11, -0.07, 0.00], [-0.06, 0.18, -0.04], [-0.02, 0.08, -0.09], [0.04, -0.06, 0.04], [0.10, -0.12, -0.01], [0.10, -0.10, -0.11], [0.28, 0.00, 0.08], [0.02, 0.27, -0.02], [-0.04, 0.06, -0.29], [-0.03, -0.13, -0.19], [-0.06, -0.09, -0.04], [0.19, 0.04, 0.04], [0.18, 0.40, 0.25], [-0.16, 0.09, 0.07], [0.08, -0.03, 0.20], [0.15, -0.08, -0.08]]}